The following is a quantum chemistry calculation of C12H19MnN2O2 as an isolated structure, from the Open Molecules 2025 dataset.

Positions of all 36 atoms, in Å:
H 1.51 -3.71 -2.51
C 0.01 4.50 1.77
H 0.01 5.33 2.46
H -0.18 -0.60 3.42
C 0.86 -3.48 -1.66
C 1.56 -2.54 -0.68
H -2.27 -0.95 -2.18
H -2.33 -3.21 -1.13
H -0.10 3.02 3.29
H -2.63 -0.87 -0.59
C -0.06 2.12 1.32
Mn -0.15 -0.27 -0.80
H 0.14 5.76 0.03
C -0.45 -2.90 -2.21
H 0.69 -4.42 -1.14
C 0.09 4.74 0.39
H -0.89 -3.55 -2.96
H 2.30 -0.59 -0.66
O 0.05 1.43 -1.01
O -0.22 -0.22 1.03
C -0.05 3.21 2.22
N 1.59 -1.11 -1.18
H -0.22 -1.98 -2.77
C -0.17 0.47 3.27
C 0.09 3.71 -0.53
H 0.71 0.90 3.76
H 1.90 -1.10 -2.15
C -0.14 0.79 1.81
N -1.89 -1.11 -1.25
H 1.07 -2.52 0.29
H 2.58 -2.89 -0.50
H -1.05 0.91 3.73
C 0.02 2.41 -0.06
H -1.05 -2.64 -0.10
H 0.15 3.89 -1.59
C -1.47 -2.55 -1.11

The calculation puts the HOMO-LUMO gap (spin up / spin down) at 7.721 / 7.777 eV. The calculation puts the energy at -51131.895 eV. As for the multiplicity: 1. The total charge is +2.